16
Properties=species:S:1:pos:R:3:forces:R:3:lowdin_charge:R:1 method="wB97M-V/def2-TZVPD" e_lumo_ev="3.5197 / 3.6826" charge=-1 orbital_gap_ha="0.0993 / 0.2851" relative_energy_ev=1.2546 multiplicity=2 e_homo_ev="0.819 / -4.076" energy_ha=-954.7174
C 0.01545 1.08606 0.21991 -2.09 1.23 -0.21 -0.36
C -0.02797 2.26035 -0.79176 3.81 -2.20 -0.12 -0.13
C -1.03201 0.01086 -0.02601 0.11 0.05 1.25 -0.66
S -0.79382 -1.05568 -1.43133 -1.65 0.09 -0.63 0.24
S 1.06221 -1.91677 -0.97799 1.82 -0.88 -0.82 0.05
C 0.72869 -2.45740 0.67604 1.36 -0.85 0.83 -0.59
H 1.01970 0.66831 0.34355 -0.11 0.17 -0.28 0.08
H -0.29282 1.58396 1.13248 0.20 -0.30 0.84 0.08
H 0.33824 1.74671 -1.72712 -0.15 1.31 0.48 0.08
H -0.85246 2.86806 -0.99549 -1.94 0.24 0.10 0.03
H 0.71869 2.92282 -0.31276 0.09 0.09 -1.06 0.06
H -1.07179 -0.53752 0.94234 -0.30 -0.17 -0.81 0.06
H -2.02834 0.42149 -0.18552 0.04 0.35 0.13 0.05
H 1.67618 -2.96445 0.98996 -0.96 0.46 -0.11 0.02
H 0.65720 -1.53541 1.20799 -0.07 0.40 1.06 -0.03
H -0.11716 -3.10140 0.93573 -0.14 0.01 -0.64 0.03

16
Properties=species:S:1:pos:R:3:forces:R:3:lowdin_charge:R:1 method="wB97M-V/def2-TZVPD" e_lumo_ev=0.7072 charge=0 orbital_gap_ha=0.3267 relative_energy_ev=1.1216 e_homo_ev=-8.183 energy_ha=-954.7424
C 1.22375 -1.44330 0.46091 -0.03 0.00 0.07 -0.11
C 0.57136 -0.17280 -0.03242 0.02 -0.26 0.06 -0.66
S 0.23569 1.17037 1.14589 -0.07 -0.32 0.43 0.78
C -0.87368 0.10968 0.17178 0.04 -0.04 -0.03 -0.61
C -1.79212 -0.85371 0.88632 0.00 0.01 0.03 -0.11
H 1.03604 -2.26225 -0.24440 0.03 0.10 0.08 0.08
H 0.84848 -1.73573 1.44387 0.05 0.03 -0.12 0.07
H 2.30677 -1.30652 0.54398 -0.16 -0.02 -0.03 0.08
H 0.97976 0.19175 -0.97373 -0.11 -0.25 0.29 0.00
H -1.35352 0.64813 -0.64479 0.07 -0.02 0.07 0.09
H -1.30347 -1.31524 1.74717 -0.05 0.07 -0.12 0.07
H -2.68323 -0.33160 1.24698 0.11 -0.07 -0.05 0.08
H -2.11642 -1.64525 0.20033 0.03 0.08 0.07 0.08
S 0.96510 2.41338 -1.75120 0.01 0.64 -0.65 0.57
H 0.08321 3.13442 -2.45806 0.11 0.03 -0.07 -0.20
H 1.87227 3.39868 -1.74264 -0.04 0.02 -0.02 -0.19

15
Properties=species:S:1:pos:R:3:forces:R:3:lowdin_charge:R:1 method="wB97M-V/def2-TZVPD" e_lumo_ev="0.7401 / -2.3696" charge=0 orbital_gap_ha="0.2484 / 0.2446" relative_energy_ev=0.0000 multiplicity=3 e_homo_ev="-6.019 / -9.026" energy_ha=-2559.7050
C -0.11551 1.30520 0.51846 0.01 -0.42 -0.17 -0.14
C -0.09468 -1.18008 0.98314 0.11 0.28 -0.28 -0.13
C -0.14239 -0.33014 -1.41981 -0.04 0.06 0.42 -0.13
C 0.15398 -0.07487 0.01735 -0.97 0.17 -0.09 -0.66
Se 2.79683 -0.03391 -0.00076 1.31 -0.87 0.17 0.66
H 0.12704 2.05417 -0.23221 0.01 0.15 -0.03 0.07
H -1.17910 1.39316 0.76056 -0.17 0.24 0.10 0.08
H 0.44583 1.51372 1.42684 0.07 0.12 0.21 0.07
H 0.40268 -0.98670 1.93141 0.04 -0.05 0.22 0.07
H -1.16806 -1.24833 1.17696 -0.21 -0.20 0.18 0.08
H 0.24514 -2.13627 0.59289 0.02 -0.18 0.00 0.07
H 0.28554 0.44455 -2.04981 0.04 0.13 -0.19 0.07
H 0.23838 -1.29503 -1.74011 0.03 -0.20 -0.12 0.07
H -1.22618 -0.32185 -1.56629 -0.21 -0.07 -0.27 0.08
H 2.84276 1.37981 -0.22188 -0.05 0.82 -0.14 -0.25

22
Properties=species:S:1:pos:R:3:forces:R:3:lowdin_charge:R:1 method="wB97M-V/def2-TZVPD" e_lumo_ev=-2.3869 charge=0 orbital_gap_ha=0.2363 relative_energy_ev=0.0000 e_homo_ev=-8.817 energy_ha=-4891.2058
C -0.65471 1.90092 -1.21397 0.42 0.19 -0.15 -0.17
C 0.06627 0.99713 -2.22836 -0.57 -0.69 0.45 -0.33
C 0.44966 -0.27714 -1.42873 0.57 0.81 -0.44 -0.51
Br -1.34167 -1.18580 -0.97769 -0.09 -0.22 -0.09 0.80
Al 1.52217 0.13099 0.28824 0.00 0.49 0.33 0.16
F 2.88162 -0.86028 0.32897 -0.01 -0.46 -0.08 -0.22
C 0.29819 -0.15873 1.83799 -0.20 -0.15 -0.16 -0.14
B -0.14495 -1.62980 2.07573 0.10 -0.22 -0.02 -0.80
O -1.44991 -1.99662 2.46977 0.21 0.13 0.02 0.08
O 0.74897 -2.68003 1.97894 -0.64 -0.34 -0.18 0.14
H -1.58970 1.33331 -1.27209 -0.77 0.86 -0.28 -0.04
H -0.18890 1.80084 -0.23561 0.01 0.14 0.08 0.01
H -0.78796 2.96244 -1.40239 -0.11 -0.12 -0.44 0.10
H -0.65515 0.70401 -2.99906 0.12 0.25 -0.20 0.09
H 0.88592 1.48061 -2.75523 0.40 -0.16 0.44 0.12
H 0.94822 -1.00761 -2.06784 -0.39 -0.20 -0.05 0.05
H 1.97884 1.67758 0.14764 -0.07 -0.08 -0.13 -0.02
H 0.87989 0.12588 2.72463 0.05 0.11 -0.06 0.07
H -0.58330 0.50613 1.80791 0.05 0.08 0.12 0.03
H -2.04916 -1.97732 1.72252 -0.11 -0.07 0.04 0.04
H 1.32603 -2.66613 1.21122 0.53 0.40 0.35 0.08
Cu -2.54037 0.81962 -0.01259 0.48 -0.77 0.43 0.45

23
Properties=species:S:1:pos:R:3:forces:R:3:lowdin_charge:R:1 method="wB97M-V/def2-TZVPD" e_lumo_ev="1.9191 / 1.9295" charge=-1 orbital_gap_ha="0.2219 / 0.2209" relative_energy_ev=0.0000 multiplicity=4 e_homo_ev="-4.118 / -4.083" energy_ha=-2183.9894
Al 1.22041 -0.27429 -1.84413 -0.97 1.41 1.12 -0.24
Cl 2.60861 -1.87236 -2.22310 0.60 -0.93 0.11 0.16
C 1.89696 1.21642 -2.99654 0.16 0.07 0.20 -0.24
C -0.60696 -0.80848 -2.42365 -0.02 -0.20 -0.12 -0.22
H 1.41923 1.20069 -3.98508 0.05 0.01 0.07 -0.02
H 1.71271 2.19941 -2.54143 0.01 -0.06 -0.13 -0.02
H 2.98048 1.11179 -3.14549 -0.11 0.11 -0.02 -0.03
H -1.03716 -0.05400 -3.09899 0.01 -0.14 0.11 -0.01
H -1.29222 -0.93444 -1.57684 -0.05 -0.04 -0.13 -0.04
H -0.55042 -1.75872 -2.97037 -0.18 0.05 -0.02 -0.02
Nd -0.25111 -0.94745 1.78216 0.98 -1.54 -3.50 1.65
C -2.51108 -0.89065 1.09734 -0.70 0.14 0.05 -0.38
C 1.03398 0.27183 0.25163 0.15 -0.18 -0.47 -0.47
H -2.76364 -0.17255 0.30578 0.01 -0.13 0.07 -0.04
H -2.90916 -1.87771 0.80885 -0.01 0.12 -0.03 -0.05
H -3.04582 -0.57790 2.01161 -0.11 -0.06 -0.17 -0.05
H 0.69105 1.33543 0.25671 0.08 -0.39 -0.22 -0.05
H 2.06511 0.32251 0.66343 -0.11 -0.02 -0.01 -0.07
O 1.20396 0.13011 3.48308 -0.88 0.81 1.42 -0.43
Cl -0.12809 0.55016 3.99665 0.15 -0.20 -1.22 0.69
O -0.87103 -0.73126 4.17630 0.46 1.23 0.79 -0.45
O -0.07741 1.35604 5.14565 -0.04 0.04 0.19 -0.25
O -0.78839 1.20540 2.82643 0.53 -0.11 1.91 -0.41

24
Properties=species:S:1:pos:R:3:forces:R:3:lowdin_charge:R:1 method="wB97M-V/def2-TZVPD" e_lumo_ev="-7.2332 / -11.1462" charge=+2 orbital_gap_ha="0.2420 / 0.1467" relative_energy_ev=4.1931 multiplicity=7 e_homo_ev="-13.819 / -15.138" energy_ha=-4887.9943
C 0.98517 -2.47510 0.28213 0.21 0.30 -0.43 -0.23
P 1.19187 -0.85119 -0.66377 0.99 -1.14 0.23 1.16
C 2.95209 -0.28843 -0.71988 -0.21 -0.71 -0.38 -0.20
B -0.03320 0.53457 -0.06369 -2.81 1.50 -2.02 -1.32
P 0.84953 2.06234 0.85645 -0.24 2.72 0.96 0.58
O 0.19890 2.21022 2.46749 1.14 -0.16 -2.92 -0.33
Br 0.24039 3.95160 -0.17198 -0.02 0.12 0.29 0.52
O -1.07434 0.15920 0.92656 0.67 -0.46 0.11 -0.24
C -2.31329 0.57662 0.27351 0.37 0.25 -2.08 -0.06
C -1.90778 0.17584 -1.19581 -1.58 -0.53 1.83 -0.67
S -3.15872 0.47528 -2.48152 0.34 0.25 -0.06 0.86
O -0.70482 0.93574 -1.29728 0.83 -0.73 0.34 -0.09
H 1.97954 -2.89408 0.48542 -0.18 0.06 0.08 0.07
H 0.36476 -2.41846 1.22667 0.40 -0.08 -0.96 0.04
H 0.46649 -3.19294 -0.36262 -0.03 0.06 0.05 0.08
H 3.35296 -0.06241 0.28519 -0.17 -0.06 -0.24 0.06
H 3.06608 0.57753 -1.37622 -0.26 0.10 0.16 0.08
H 3.55331 -1.08801 -1.16891 -0.04 0.04 0.23 0.08
H 0.37342 1.34627 2.91715 -1.04 2.03 1.84 -0.10
H -3.22774 0.14365 0.66581 0.34 -0.26 0.35 0.15
H -2.32182 1.66866 0.23620 -0.39 -0.05 0.51 0.14
H -1.65615 -0.89718 -1.07600 -0.17 0.09 -0.66 0.11
H -4.09638 -0.44250 -2.09946 0.73 0.26 0.16 -0.08
Tb 0.91972 -0.20720 2.05453 1.11 -3.60 2.63 1.41

Q: The highest charge belongs to which entry?
A: C4H11BBrO3P2STb

Q: What is the charge in the first record?
A: -1